Entry 1:
DFT (ωB97M-V with the def2-TZVPD basis set) results for a cluster of 2 separate species, C2H8N2O in total at a distorted geometry.

Summary:
multiplicity: 2
strongest force on any atom: 6.02 eV Å⁻¹
total charge: +1
HOMO-LUMO gap (alpha / beta): 6.01 / 3.42 eV
energy: -7219.34858 eV
LUMO energy (alpha / beta): -6.321 / -8.906 eV
relative energy (zero: lowest compared OMol25 entry of this formula, charge and spin): 434.0 kJ/mol

Last column: Löwdin spin population.
Element x y z (Å)
O1 -4.028 0.384 0.727  0.00
N1 3.999 0.266 1.018  0.71
N2 4.244 -1.473 -0.555  0.13
C1 4.346 -0.160 -0.173  0.10
C2 -5.213 0.751 -0.088  0.00
H1 4.003 -1.713 -1.478  0.00
H2 5.184 0.213 -0.836  0.02
H3 3.475 -1.834 0.090  0.00
H4 -6.187 0.783 0.473  0.00
H5 4.354 -0.510 1.607  0.02
H6 -3.612 1.213 0.544  0.00
H7 -5.233 1.863 -0.180  0.00
H8 -5.333 0.218 -1.149  0.00

Force components x, y, z for each atom (eV/Å):
O -2.237 0.221 -1.532
N 0.188 -0.527 -0.372
N -3.890 1.614 4.298
C 3.824 -2.244 -2.513
C -1.332 0.408 -0.561
H 0.384 -0.238 -1.923
H -1.448 1.504 0.615
H 1.291 -0.734 -1.150
H 0.873 -1.486 -0.165
H -0.358 0.619 1.050
H 1.456 0.355 0.551
H 0.746 -0.557 -0.853
H 0.504 1.065 2.555

Entry 2:
DFT (ωB97M-V with the def2-TZVPD basis set) results for a cluster of 10 separate species, C11H42O11 in total at a distorted geometry.

Summary:
strongest force on any atom: 3.94 eV Å⁻¹
HOMO-LUMO gap: 10.20 eV
energy: -34603.89118 eV
LUMO energy: 0.333 eV
relative energy (zero: lowest compared OMol25 entry of this formula, charge and spin): 374.7 kJ/mol

Last column: natural (NBO) charge in e.
Element x y z (Å)
O1 3.412 -0.874 0.686  -0.71
O2 -1.599 -2.254 -0.050  -0.80
O3 -0.228 -0.455 -3.458  -0.73
O4 -4.595 0.507 1.350  -0.72
O5 -1.409 5.826 1.125  -0.74
O6 4.119 1.365 3.726  -0.73
O7 0.886 3.204 -3.333  -0.73
O8 -0.664 0.121 1.833  -0.71
O9 -1.593 0.145 -1.038  -0.77
O10 2.500 -3.673 -0.953  -0.73
O11 -2.365 -3.913 2.030  -0.71
C1 -0.963 1.236 -0.381  -0.09
C2 -1.935 -3.108 -1.118  -0.26
C3 -1.454 -0.625 -3.991  -0.26
C4 2.804 1.837 3.588  -0.25
C5 -4.264 1.820 1.823  -0.25
C6 -1.874 -5.213 2.241  -0.26
C7 1.834 2.532 -4.117  -0.24
C8 -0.015 0.638 0.687  -0.11
C9 4.499 -0.078 0.524  -0.24
C10 1.727 -3.642 0.280  -0.26
C11 -1.058 5.262 -0.119  -0.24
H1 4.386 0.967 0.814  0.16
H2 -1.852 -1.353 -0.267  0.50
H3 -2.844 -2.733 -1.588  0.18
H4 -0.988 4.202 0.123  0.16
H5 0.700 -0.142 0.424  0.19
H6 0.748 -4.118 0.231  0.17
H7 -1.041 -3.222 -1.731  0.16
H8 2.210 -4.190 1.089  0.16
H9 2.543 3.306 -4.411  0.16
H10 -1.742 1.770 0.163  0.18
H11 -4.012 0.436 0.590  0.46
H12 -1.104 -0.647 1.460  0.47
H13 -0.681 6.218 1.612  0.48
H14 -3.435 2.220 1.239  0.16
H15 -0.948 -5.362 2.796  0.15
H16 -2.280 0.027 -3.705  0.19
H17 5.384 -0.373 1.088  0.16
H18 -0.068 5.649 -0.361  0.16
H19 3.101 2.664 2.943  0.18
H20 1.283 3.671 -2.594  0.46
H21 0.603 1.431 1.109  0.17
H22 -1.743 5.307 -0.965  0.19
H23 -1.640 -5.795 1.350  0.15
H24 2.407 1.805 -3.542  0.16
H25 -5.043 2.517 1.516  0.16
H26 1.294 2.020 -4.915  0.19
H27 -4.162 1.755 2.907  0.19
H28 -1.678 -1.635 -3.649  0.17
H29 4.175 0.547 4.226  0.46
H30 3.411 -3.870 -0.722  0.47
H31 -2.005 -4.039 -0.555  0.19
H32 2.156 1.148 3.047  0.17
H33 3.444 -1.196 1.590  0.47
H34 -1.713 -3.460 1.491  0.49
H35 4.783 -0.065 -0.528  0.17
H36 -2.602 -5.837 2.760  0.18
H37 2.389 2.259 4.504  0.17
H38 1.478 -2.650 0.655  0.18
H39 -1.419 -0.445 -5.065  0.17
H40 -0.475 1.909 -1.085  0.19
H41 0.279 -1.262 -3.576  0.49
H42 -1.062 -0.094 -1.802  0.50

Force components x, y, z for each atom (eV/Å):
O -1.417 -1.150 0.708
O 0.316 0.313 0.971
O 2.921 1.895 1.838
O 0.526 0.465 -0.267
O -1.658 0.871 0.331
O 1.020 -1.187 0.630
O -1.407 0.012 0.616
O -0.858 -0.097 -0.472
O -0.928 0.636 -0.259
O -1.158 -0.010 1.000
O 0.417 -0.754 0.351
C 0.621 -1.261 1.114
C 0.827 -0.232 1.408
C -2.254 -1.431 -1.644
C 0.850 1.063 -0.894
C -0.821 -0.083 -0.673
C -0.003 -1.414 0.116
C 0.690 0.476 0.583
C 1.006 1.339 0.828
C 2.299 1.693 -0.777
C 0.149 -0.217 0.205
C 1.511 -1.063 1.037
H -0.580 0.223 0.117
H 0.127 0.504 -0.310
H 0.088 -0.630 -0.373
H 0.399 -0.375 -0.586
H -0.057 0.131 -1.218
H 0.045 -0.288 -0.929
H -0.285 0.126 -0.806
H 0.391 0.053 -0.035
H 0.221 -0.361 -0.963
H 0.073 0.134 -0.066
H -0.232 -0.715 -0.193
H -0.394 -0.542 0.682
H 0.156 -0.135 -0.535
H 0.648 -0.135 0.795
H 0.224 0.885 0.534
H 0.586 0.399 0.976
H 0.086 -0.482 0.062
H -0.032 -0.212 -0.702
H -1.290 0.453 -0.261
H 0.273 -0.116 -0.134
H 0.125 0.388 -0.259
H -0.367 0.908 0.448
H -0.303 0.276 -0.772
H -0.101 -0.322 0.063
H -0.517 0.029 0.537
H 0.284 0.289 -0.094
H 0.373 0.456 -0.203
H -1.310 -0.259 -1.011
H -0.182 -0.025 0.168
H -0.056 0.115 0.074
H -0.885 -0.552 -0.893
H -0.220 0.000 0.252
H -0.372 -0.110 0.040
H -0.124 0.618 -0.212
H -0.014 -0.104 -0.103
H -0.305 0.390 0.104
H -0.210 -0.355 0.089
H 0.518 0.354 -0.376
H -0.133 -0.740 -0.385
H 0.140 -0.094 -0.036
H 0.064 0.087 0.080
H 0.498 -0.129 -0.320

Entry 3:
DFT (ωB97M-V with the def2-TZVPD basis set) results for a cluster of 4 separate species, C39H88BF13N11O11P4S in total at a distorted geometry.

Summary:
strongest force on any atom: 6.81 eV Å⁻¹
total charge: +1
HOMO-LUMO gap: 7.25 eV
energy: -164767.22561 eV
LUMO energy: -2.050 eV

Last column: Mulliken charge in e.
Element x y z (Å)
S1 3.364 4.375 2.886  1.44
P1 -0.366 -3.490 4.511  -0.22
P2 -9.035 7.510 1.100  0.69
P3 8.740 -3.843 -5.737  0.83
P4 -6.430 0.233 -0.566  0.67
F1 4.855 0.665 3.725  -0.26
F2 -0.654 -1.323 -1.997  -0.28
F3 4.234 5.194 3.921  -0.30
F4 3.742 1.843 5.153  -0.36
F5 4.316 4.899 1.740  -0.31
F6 -0.043 0.428 2.073  -0.39
F7 4.867 2.467 1.871  -0.23
F8 2.428 3.908 4.083  -0.32
F9 -1.462 -2.759 -0.611  -0.28
F10 -1.543 -0.630 -0.168  -0.16
F11 2.447 5.633 2.698  -0.28
F12 2.489 3.603 1.816  -0.30
F13 5.583 3.206 3.743  -0.28
O1 9.133 -4.881 -4.718  -0.88
O2 6.474 -3.977 -0.708  -0.43
O3 0.437 -1.659 -0.154  -0.47
O4 -6.140 -1.037 0.179  -0.89
O5 -0.907 -4.025 3.034  -0.54
O6 4.416 -6.616 2.485  -0.57
O7 3.018 -6.540 4.421  -0.59
O8 3.990 -1.615 1.984  -0.55
O9 2.372 -3.214 4.164  -0.24
O10 4.333 -3.706 3.148  0.36
O11 -8.008 7.084 2.106  -0.89
N1 4.206 0.141 0.304  -0.66
N2 -8.394 9.075 0.683  0.25
N3 -6.467 1.991 -0.670  0.46
N4 1.561 -1.628 1.892  1.21
N5 -8.758 6.402 -0.172  0.37
N6 8.396 -2.508 -4.717  0.45
N7 8.676 -2.929 -7.265  -0.01
N8 -10.684 7.945 0.649  0.06
N9 -5.248 0.077 -1.842  0.38
N10 -7.995 -0.051 -1.177  0.09
N11 7.261 -4.672 -6.202  0.18
C1 -11.009 9.235 0.058  -0.85
C2 7.430 -1.469 -5.001  -0.92
C3 4.471 2.849 3.087  0.44
C4 -6.255 2.621 0.652  -1.15
C5 4.876 -3.316 4.408  0.23
C6 5.575 -3.055 -0.140  -0.39
C7 -9.029 5.019 0.194  -1.24
C8 -9.100 6.634 -1.558  -0.83
C9 2.824 -2.447 1.788  -0.49
C10 6.391 -3.513 4.269  -1.22
C11 7.825 -3.623 -0.483  -0.71
C12 0.416 -2.225 1.139  -1.57
C13 -8.549 0.605 -2.341  -0.66
C14 -7.369 9.168 -0.347  -1.10
C15 6.067 -4.491 -5.390  -1.18
C16 9.943 -3.042 -8.021  -1.05
C17 1.183 -2.419 4.273  -0.84
C18 -1.471 -0.702 3.567  -2.01
C19 2.940 -3.547 2.918  1.23
C20 -3.961 -0.365 -1.327  -1.71
C21 -5.715 2.729 -1.675  -0.96
C22 -9.012 -0.195 -0.140  -1.03
C23 0.311 -4.953 5.388  -0.94
C24 -0.044 -0.251 3.310  -0.58
C25 -11.644 7.650 1.736  -1.04
C26 2.287 -0.311 3.938  -2.66
C27 7.483 -6.095 -6.445  -1.16
C28 -5.591 -0.676 -3.041  -1.20
C29 -7.983 9.826 1.866  -1.15
C30 2.596 1.025 3.247  -0.84
C31 1.166 -1.223 3.294  2.52
C32 4.087 -0.637 1.142  0.83
C33 2.442 -4.936 2.527  -1.16
C34 3.015 -3.011 0.374  -1.72
C35 3.867 1.626 3.828  0.64
C36 9.583 -1.929 -4.100  -1.32
C37 -0.816 -1.599 -0.714  1.05
C38 7.563 -3.035 -8.199  -0.86
C39 4.294 -3.820 0.148  -0.92
B1 3.347 -6.077 3.187  0.98
H1 2.867 -2.237 -0.378  1.08
H2 -11.534 8.341 2.579  0.35
H3 -5.977 3.786 -1.574  0.38
H4 -11.488 6.634 2.110  0.33
H5 5.326 -5.250 -5.647  0.40
H6 4.566 -3.971 5.219  0.22
H7 -8.649 -0.830 0.668  0.32
H8 -6.503 3.681 0.620  0.34
H9 -0.956 -4.986 2.975  0.37
H10 7.214 -0.924 -4.079  0.33
H11 -9.299 0.777 0.289  0.26
H12 -7.009 9.506 2.250  0.34
H13 -9.426 0.049 -2.678  0.37
H14 5.439 -2.160 -0.754  0.43
H15 -7.858 0.616 -3.179  0.12
H16 -6.907 2.157 1.399  0.39
H17 1.231 -4.723 5.915  0.31
H18 -10.175 6.521 -1.759  0.31
H19 1.816 1.728 3.536  0.82
H20 7.784 -0.743 -5.746  0.28
H21 0.401 -5.815 4.732  0.31
H22 8.051 -2.729 -1.067  0.27
H23 -6.897 10.151 -0.311  0.39
H24 -4.631 2.636 -1.569  0.25
H25 -4.687 -0.898 -3.610  0.36
H26 -6.099 -1.623 -2.820  0.37
H27 -7.939 10.891 1.626  0.39
H28 1.432 -5.133 2.883  -0.51
H29 -8.793 7.617 -1.901  0.17
H30 -7.800 9.091 -1.346  0.26
H31 9.321 -1.313 -3.237  0.37
H32 10.077 -4.040 -8.452  0.35
H33 -8.566 5.913 -2.182  0.30
H34 7.459 -4.024 -8.649  0.27
H35 6.267 -4.556 -4.312  0.34
H36 2.226 -3.721 0.138  0.79
H37 1.245 -1.977 5.266  0.92
H38 -3.729 0.139 -0.389  0.36
H39 1.898 -0.045 4.917  1.09
H40 -10.461 9.399 -0.867  0.24
H41 -1.578 -0.886 4.634  0.50
H42 2.599 1.038 2.161  0.69
H43 6.673 -6.491 -7.063  0.37
H44 4.501 -4.573 0.899  -0.39
H45 -5.997 2.430 -2.682  0.29
H46 -12.669 7.708 1.371  0.37
H47 -3.169 -0.114 -2.035  0.63
H48 10.793 -2.844 -7.360  0.35
H49 3.510 -7.354 4.592  0.30
H50 6.622 -2.760 -7.730  0.24
H51 8.063 -3.493 0.576  0.29
H52 3.172 -0.897 4.161  -0.23
H53 6.643 -3.200 3.254  0.12
H54 -2.130 0.135 3.352  0.52
H55 6.943 -2.871 4.946  0.39
H56 7.737 -2.312 -9.002  0.41
H57 -3.947 -1.446 -1.139  0.44
H58 6.672 -4.561 4.336  0.34
H59 -12.071 9.221 -0.204  0.41
H60 4.111 -4.399 -0.761  0.71
H61 8.445 -4.435 -0.852  0.33
H62 -0.534 -1.990 1.602  0.94
H63 5.585 -3.533 -5.601  0.25
H64 2.435 -5.182 1.469  0.17
H65 -0.442 -5.193 6.136  0.46
H66 0.098 0.543 4.036  0.54
H67 -10.108 4.802 0.217  0.27
H68 -8.711 9.709 2.672  0.35
H69 8.414 -6.254 -6.993  0.35
H70 -9.905 -0.671 -0.547  0.35
H71 10.253 -2.708 -3.736  0.38
H72 6.481 -1.871 -5.345  0.21
H73 -1.798 -1.608 3.068  0.38
H74 4.736 -2.267 4.659  0.00
H75 -6.585 8.407 -0.240  0.32
H76 0.466 -3.308 1.130  0.52
H77 5.211 -6.143 2.758  0.33
H78 -8.863 1.640 -2.142  0.18
H79 1.689 -0.730 1.396  1.18
H80 -5.219 2.515 0.996  0.25
H81 6.016 -2.734 0.813  0.07
H82 -8.553 4.334 -0.512  0.23
H83 -10.835 10.081 0.727  0.28
H84 -6.218 -0.090 -3.714  0.25
H85 -8.621 4.796 1.181  0.45
H86 7.542 -6.676 -5.519  0.33
H87 9.981 -2.308 -8.826  0.36
H88 10.139 -1.302 -4.813  0.33

Force components x, y, z for each atom (eV/Å):
S 1.044 1.136 0.151
P -1.003 0.855 1.095
P 3.018 2.174 -4.090
P -6.657 -0.064 1.419
P -0.086 -1.574 -5.307
F 0.074 0.272 -0.094
F 0.109 -0.012 0.111
F -0.182 -0.082 0.213
F -0.149 0.357 -0.206
F -0.120 -0.105 -0.189
F 0.522 -0.257 -0.208
F -0.539 -0.117 -0.031
F -0.278 -0.292 -0.129
F -0.009 0.024 0.353
F 0.204 -0.350 0.392
F -0.116 -0.107 -0.104
F -0.243 -0.338 0.148
F -0.315 0.042 0.154
O 3.458 0.656 -1.328
O -0.139 -0.172 0.174
O 0.173 -0.390 0.274
O -0.139 2.093 2.430
O 0.583 -0.182 -0.045
O -0.132 0.232 0.320
O -0.172 -0.256 -0.185
O -0.705 1.007 0.765
O 0.223 1.241 -0.450
O -0.580 0.034 0.067
O -2.679 -0.823 1.514
N -0.175 0.414 -0.050
N 0.011 -0.131 -0.597
N 0.526 -0.339 2.787
N -0.702 0.560 0.055
N 0.396 -0.090 0.166
N 0.298 -0.137 0.377
N 3.016 -0.856 -0.236
N -0.399 -1.003 2.663
N -0.414 0.111 -0.486
N 0.090 -0.383 0.128
N -0.724 0.364 0.096
C 0.197 0.342 -0.153
C -0.034 0.201 -0.620
C 0.793 0.123 0.200
C -0.350 -0.105 0.108
C 1.776 -0.140 0.429
C 0.476 -0.152 0.935
C 0.050 -0.134 0.414
C -0.526 0.237 -0.113
C 1.235 -0.910 -0.679
C -0.491 0.192 -1.044
C 0.060 -0.132 -0.633
C -0.946 -0.382 -0.342
C 0.083 0.579 -0.067
C 0.027 -0.177 -0.176
C 0.052 0.174 0.133
C 0.148 0.328 0.267
C -0.702 -1.750 -1.107
C 0.197 -0.221 0.489
C 0.381 -0.842 0.541
C -0.235 0.133 0.154
C 0.198 -0.071 -0.356
C 0.157 -0.169 0.374
C -0.538 0.219 -0.197
C -1.831 0.046 -0.559
C 0.054 -0.367 -0.093
C 0.248 -0.050 -0.383
C 0.240 0.042 -0.119
C -0.235 -0.043 -0.071
C -0.225 -0.043 0.209
C -0.503 0.533 0.693
C 1.610 1.277 2.046
C 0.383 -0.565 -0.341
C -0.629 -0.895 -0.055
C -0.771 -0.862 -0.055
C 0.306 -1.245 -0.439
C 0.381 -0.278 0.055
C 0.167 0.493 -1.048
C -0.369 -0.224 -0.061
C 0.288 0.164 -0.999
B 0.235 0.345 -0.180
H 0.361 0.286 0.106
H -0.108 0.031 -0.007
H -0.095 -0.054 0.171
H 0.025 0.049 0.009
H 0.102 -0.108 -0.029
H -0.661 0.167 0.002
H 0.083 0.014 -0.045
H 0.016 0.002 -0.062
H 0.025 -0.033 -0.114
H 0.119 -0.057 0.059
H -0.107 -0.019 -0.079
H -0.025 -0.026 0.045
H -0.009 -0.055 0.111
H -0.113 -0.085 -0.240
H 0.048 0.076 0.114
H 0.045 -0.010 -0.027
H 0.244 -0.128 -0.202
H 0.006 0.002 0.026
H -0.144 0.029 -0.205
H 0.004 -0.019 0.007
H 0.420 -0.066 0.028
H 0.255 0.167 0.212
H -0.023 0.014 0.166
H 0.020 -0.005 -0.031
H 0.092 -0.003 0.137
H 0.020 -0.013 -0.049
H 0.009 -0.021 -0.099
H -0.158 0.489 -0.009
H -0.099 0.008 0.105
H 0.059 -0.042 0.048
H -0.172 0.036 -0.074
H 0.009 0.042 -0.106
H 0.015 -0.074 0.097
H -0.035 0.008 -0.018
H -0.066 -0.012 0.022
H -0.288 0.136 0.217
H -0.087 -0.064 0.150
H -0.078 0.008 0.011
H -0.164 -0.125 0.075
H 0.132 0.001 0.091
H -0.005 -0.114 0.063
H 0.352 -0.118 -0.066
H -0.064 0.076 0.021
H -0.131 0.091 0.267
H 0.067 -0.145 0.038
H 0.031 0.023 -0.078
H -0.104 0.047 -0.121
H -0.022 -0.040 -0.002
H 0.104 0.083 0.272
H 0.021 -0.122 0.082
H -0.199 0.206 0.093
H 0.181 0.007 -0.345
H 0.214 0.117 0.006
H -0.010 0.032 -0.304
H 0.069 -0.233 0.297
H 0.218 0.057 0.103
H 0.055 0.020 0.088
H 0.134 -0.027 0.325
H -0.005 -0.180 0.095
H -0.103 0.009 -0.077
H -0.047 -0.075 -0.151
H 0.227 0.248 0.419
H 0.036 -0.001 0.066
H 0.129 0.305 -0.136
H -0.060 -0.071 0.044
H 0.552 -0.157 0.193
H 0.029 -0.068 -0.134
H 0.026 -0.027 -0.004
H 0.005 -0.004 0.031
H 0.021 0.053 -0.118
H -0.063 -0.090 -0.088
H 0.099 -0.057 -0.093
H -0.104 0.082 -0.237
H -0.544 0.043 -0.135
H 0.033 0.040 -0.027
H 0.377 -0.054 -0.034
H 0.247 -0.220 -0.279
H 0.017 -0.013 0.024
H 0.243 -0.073 -0.077
H 0.016 0.106 0.006
H -0.109 0.279 0.036
H -0.051 0.071 -0.108
H 0.020 0.027 -0.016
H -0.007 -0.075 0.043
H -0.009 0.115 0.015
H 0.060 -0.031 -0.016
H -0.063 0.017 0.014
H -0.009 0.113 0.119

Entry 4:
DFT (ωB97M-V with the def2-TZVPD basis set) results for an isolated molecule of C3H5NO4 at a distorted geometry.

Summary:
strongest force on any atom: 2.64 eV Å⁻¹
HOMO-LUMO gap: 10.61 eV
energy: -12869.82719 eV
LUMO energy: 0.501 eV
relative energy (zero: lowest compared OMol25 entry of this formula, charge and spin): 294.1 kJ/mol

Last column: natural (NBO) charge in e.
Element x y z (Å)
O1 2.136 0.918 1.018  -0.67
O2 0.131 0.482 -0.940  -0.50
O3 0.511 1.190 2.506  -0.55
O4 -2.064 -0.482 -0.101  -0.56
N1 -1.227 -0.072 0.926  -0.10
C1 -0.151 0.400 0.413  0.34
C2 0.841 0.868 1.406  0.72
C3 0.006 -0.711 -1.697  -0.25
H1 -1.070 -0.885 -2.000  0.20
H2 2.609 1.376 1.715  0.50
H3 0.417 -1.567 -1.098  0.18
H4 0.680 -0.584 -2.543  0.19
H5 -2.820 -0.932 0.395  0.49

Force components x, y, z for each atom (eV/Å):
O -0.793 -0.365 -1.098
O -0.008 0.556 1.943
O -0.234 0.212 0.687
O -1.961 -0.932 1.495
N 0.609 0.092 -0.879
C -0.386 -0.664 -1.586
C 0.881 0.598 0.443
C -0.379 -1.179 -0.056
H 1.537 0.052 0.194
H 0.175 0.079 0.454
H -0.639 0.520 -0.512
H -0.259 0.052 -0.121
H 1.457 0.980 -0.963